Record 1
Density functional theory data (ωB97M-V with the def2-TZVPD basis set) for an isolated ion of composition C6H15N4O and charge +1.

- HOMO level: -0.44544 hartree
- Net charge: +1
- E_LUMO: -2.759 eV
- Structure (SMILES): NCCN/C=N/CC/[NH+]=C/O

Each atom is followed by the atoms it is bonded to, with distances in Å.
Positions of all 26 atoms, in Å:
1 N -2.620 -0.831 -0.890  C2 1.460, H12 0.992, H13 1.018
2 C -3.184 0.448 -0.469  N1 1.460, C3 1.621, H14 1.171, H15 1.079
3 C -2.478 0.965 0.895  C2 1.621, N4 1.435, H16 1.033, H17 1.115
4 N -1.046 0.890 0.838  C3 1.435, C5 1.363, H18 0.992
5 C -0.449 -0.293 0.523  N4 1.363, N6 1.300, H19 1.006
6 N 0.845 -0.385 0.423  C5 1.300, C7 1.432
7 C 1.647 -1.486 -0.018  N6 1.432, C8 1.557, H20 1.101, H21 1.102
8 C 3.143 -1.130 0.226  C7 1.557, N9 1.490, H22 1.127, H23 1.092
9 N 3.198 0.228 -0.386  C8 1.490, C10 1.302, H24 1.011
10 C 2.307 1.010 0.154  N9 1.302, O11 1.301, H25 1.025
11 O 1.815 2.052 -0.449  C10 1.301, H26 0.942
12 H -2.415 -0.946 -1.854  N1 0.992
13 H -3.265 -1.588 -0.677  N1 1.018
14 H -4.298 0.509 -0.117  C2 1.171
15 H -2.916 1.297 -1.080  C2 1.079
16 H -2.711 1.925 1.196  C3 1.033
17 H -2.965 0.248 1.596  C3 1.115
18 H -0.720 1.814 0.676  N4 0.992
19 H -1.074 -1.080 0.479  C5 1.006
20 H 1.416 -1.678 -1.078  C7 1.101
21 H 1.189 -2.349 0.491  C7 1.102
22 H 3.148 -1.184 1.352  C8 1.127
23 H 3.928 -1.665 -0.312  C8 1.092
24 H 3.513 0.230 -1.346  N9 1.011
25 H 2.489 0.998 1.163  C10 1.025
26 H 1.504 2.003 -1.337  O11 0.942



Record 2
Density functional theory data (ωB97M-V with the def2-TZVPD basis set) for a 2-piece molecular cluster, C6H15N4O overall.

- HOMO level: -0.44197 hartree
- Net charge: +1
- E_LUMO: -3.248 eV

Each atom is followed by the atoms it is bonded to, with distances in Å.
Positions of all 26 atoms, in Å:
1 C 0.237 -2.061 -1.070  C4 1.579, N7 1.389, H12 1.101, H13 1.104
2 C 1.695 -0.221 -1.496  C5 1.534, N7 1.496, H14 1.104, H15 1.011
3 C -1.431 0.476 -0.720  N10 1.304, H16 1.067, H17 1.091
4 C 0.197 -1.131 0.205  C1 1.579, C5 1.595, N10 1.476, H18 1.077
5 C 1.401 -0.104 0.005  C2 1.534, C4 1.595, O11 1.418, H19 1.221
6 C 0.495 2.067 -0.030  N8 1.334, O11 1.305
7 N 0.569 -1.074 -1.989  C1 1.389, C2 1.496, H20 1.030
8 N 0.903 3.276 0.358  C6 1.334, H21 1.073, H22 0.988
9 N -2.258 -0.469 2.636  H23 1.023, H24 1.024, H25 1.015
10 N -1.042 -0.330 0.228  C3 1.304, C4 1.476, H26 1.060
11 O 1.202 1.168 0.598  C5 1.418, C6 1.305
12 H 0.986 -2.823 -0.809  C1 1.101
13 H -0.775 -2.487 -1.188  C1 1.104
14 H 1.477 0.692 -2.079  C2 1.104
15 H 2.612 -0.621 -1.642  C2 1.011
16 H -2.457 0.746 -0.606  C3 1.067
17 H -0.657 0.774 -1.428  C3 1.091
18 H 0.307 -1.707 1.109  C4 1.077
19 H 2.443 -0.441 0.545  C5 1.221
20 H 0.672 -1.236 -3.001  N7 1.030
21 H 1.623 3.273 1.153  N8 1.073
22 H 0.729 4.053 -0.226  N8 0.988
23 H -1.724 0.198 3.199  N9 1.023
24 H -3.198 -0.180 2.350  N9 1.024
25 H -2.349 -1.465 2.811  N9 1.015
26 H -1.658 -0.373 1.089  N10 1.060



Record 3
Density functional theory data (ωB97M-V with the def2-TZVPD basis set) for an isolated ion of composition C6H15N5S and charge +2.

- HOMO level (alpha / beta): -0.64957 / -0.64966 hartree
- Net charge: +2
- E_LUMO (alpha / beta): -8.729 / -8.729 eV
- Structure (SMILES): CCC/[NH+]=C1\NC(=[NH2+])N[S@@]1(C)#N

Each atom is followed by the atoms it is bonded to, with distances in Å.
Positions of all 27 atoms, in Å:
1 C 0.562 3.302 0.947  C2 1.575, H13 1.100, H14 1.098, H15 1.158
2 C 0.095 2.019 1.733  C1 1.575, C3 1.575, H16 1.078, H17 1.045
3 C 0.926 0.769 1.254  C2 1.575, N4 1.495, H18 1.079, H19 1.160
4 N 0.345 0.413 -0.077  C3 1.495, C5 1.274, H20 1.065
5 C -0.395 -0.619 -0.187  N4 1.274, N6 1.332, S10 2.255
6 N -0.603 -1.685 0.583  C5 1.332, C7 1.365, H21 1.022
7 C -1.203 -2.770 0.014  N6 1.365, N8 1.269, N9 1.312
8 N -1.401 -3.865 0.624  C7 1.269, H22 0.949, H23 1.059
9 N -1.534 -2.628 -1.248  C7 1.312, S10 1.905, H24 0.968
10 S -1.695 -0.890 -2.010  C5 2.255, N9 1.905, C11 1.738, N12 1.425
11 C -0.673 -1.251 -3.368  S10 1.738, H25 1.123, H26 1.115, H27 1.181
12 N -3.001 -0.361 -2.218  S10 1.425
13 H 1.432 3.765 1.434  C1 1.100
14 H 0.857 2.919 -0.038  C1 1.098
15 H -0.315 4.030 0.739  C1 1.158
16 H -0.978 1.944 1.656  C2 1.078
17 H 0.239 2.198 2.752  C2 1.045
18 H 1.966 1.055 1.221  C3 1.079
19 H 0.916 -0.123 1.996  C3 1.160
20 H 0.259 1.256 -0.722  N4 1.065
21 H -0.436 -1.788 1.587  N6 1.022
22 H -1.246 -4.086 1.534  N8 0.949
23 H -2.090 -4.579 0.255  N8 1.059
24 H -1.908 -3.435 -1.628  N9 0.968
25 H -0.160 -0.280 -3.603  C11 1.123
26 H -1.449 -1.506 -4.127  C11 1.115
27 H 0.015 -2.135 -2.992  C11 1.181



Number 1: electronic energy -531.5610 a.u.. Number 2: electronic energy -531.5263 a.u.. Number 3: electronic energy -908.7802 a.u..